Record 1
# C49H43IrN3O4P2Si

A structure of composition C49H43IrN3O4P2Si in a non-equilibrium geometry (the ωB97M-V functional and the def2-TZVPD basis, the OMol25 dataset).

Atoms and positions in Å:
Ir  -0.354  -0.921  0.584
C  -0.093  -1.545  4.391
Si  0.015  -0.444  2.886
C  1.755  0.293  2.936
C  2.208  0.922  4.101
C  3.503  1.405  4.194
C  4.384  1.238  3.129
C  3.955  0.606  1.976
C  2.633  0.163  1.872
P  2.073  -0.673  0.361
C  3.267  -2.019  0.196
C  3.087  -3.156  0.983
C  4.044  -4.156  0.980
C  5.178  -4.028  0.189
C  5.340  -2.915  -0.623
C  4.382  -1.910  -0.630
C  2.467  0.407  -1.042
C  3.005  1.685  -0.953
C  3.284  2.394  -2.117
C  2.983  1.858  -3.358
C  2.419  0.590  -3.451
C  2.175  -0.136  -2.299
C  -1.158  1.013  3.154
C  -1.753  1.264  4.392
C  -2.645  2.312  4.567
C  -2.978  3.118  3.488
C  -2.415  2.868  2.244
C  -1.506  1.821  2.079
P  -0.683  1.500  0.465
C  -1.888  2.014  -0.802
C  -2.448  1.029  -1.617
C  -3.390  1.355  -2.582
C  -3.785  2.674  -2.741
C  -3.218  3.666  -1.949
C  -2.264  3.346  -0.997
C  0.520  2.866  0.495
C  0.803  3.573  -0.673
C  1.591  4.712  -0.622
C  2.144  5.123  0.583
C  1.927  4.376  1.734
C  1.117  3.253  1.694
H  0.344  -1.028  5.246
H  0.467  -2.470  4.241
H  -1.123  -1.814  4.629
H  1.541  1.033  4.951
H  3.834  1.890  5.104
H  5.406  1.587  3.209
H  4.646  0.442  1.157
H  2.188  -3.261  1.578
H  3.910  -5.037  1.593
H  5.935  -4.800  0.199
H  6.217  -2.821  -1.250
H  4.511  -1.052  -1.276
H  3.223  2.123  0.013
H  3.737  3.374  -2.043
H  3.195  2.422  -4.258
H  2.180  0.167  -4.418
H  1.774  -1.141  -2.359
H  -1.509  0.634  5.240
H  -3.086  2.496  5.539
H  -3.679  3.935  3.609
H  -2.703  3.482  1.403
H  -2.132  0.000  -1.505
H  -3.808  0.579  -3.210
H  -4.517  2.937  -3.493
H  -3.512  4.699  -2.080
H  -1.790  4.142  -0.438
H  0.388  3.248  -1.618
H  1.773  5.281  -1.524
H  2.739  6.026  0.626
H  2.378  4.680  2.670
H  0.936  2.691  2.599
C  -5.851  0.362  0.888
C  -4.708  -0.579  0.723
C  -4.651  -1.905  0.359
C  -3.288  -2.243  0.331
N  -2.557  -1.170  0.648
N  -3.438  -0.179  0.895
C  -2.692  -3.570  0.015
H  -6.792  -0.183  0.874
H  -5.865  1.092  0.076
H  -5.777  0.903  1.833
H  -5.478  -2.562  0.151
H  -3.120  0.724  1.210
H  -3.193  -4.346  0.594
H  -1.635  -3.592  0.247
H  -2.832  -3.812  -1.040
O  0.388  -4.814  -0.880
C  0.175  -3.658  -1.161
O  0.408  -2.641  -0.370
C  -0.374  -3.305  -2.532
C  -0.632  -1.990  -2.905
C  -1.062  -1.686  -4.190
C  -1.237  -2.702  -5.115
C  -0.995  -4.007  -4.722
C  -0.569  -4.329  -3.449
N  -1.185  -5.090  -5.709
O  -1.581  -4.775  -6.812
O  -0.933  -6.220  -5.354
H  -0.483  -1.198  -2.181
H  -1.257  -0.659  -4.473
H  -1.546  -2.504  -6.131
H  -0.380  -5.355  -3.171

## Properties
HOMO level	-11.3018	eV
strongest force on any atom	0.053	hartree/bohr
lowest unoccupied orbital energy	-0.128	Eh
net charge	+1
energy above the lowest of the compared OMol25 structures with the same formula, charge and spin	202.3	kJ/mol
gap between HOMO and LUMO	7.814	eV
energy	-3434.6407	Ha



Record 2
# C33H52N2O6SSe2Zr

A structure of composition C33H52N2O6SSe2Zr in a non-equilibrium geometry (the ωB97M-V functional and the def2-TZVPD basis, the OMol25 dataset).

Atoms and positions in Å:
Zr  1.345  -0.920  1.259
C  -2.733  4.804  -0.924
C  -1.362  5.288  -0.426
C  -1.539  6.066  0.886
C  -0.791  6.248  -1.471
C  -0.460  4.085  -0.180
C  -0.868  3.120  0.733
C  -0.066  2.026  0.991
Se  -0.661  0.561  2.148
C  -1.761  -0.255  0.763
C  -3.104  0.049  0.705
C  -3.911  -0.533  -0.262
C  -3.349  -1.567  -0.996
C  -2.009  -1.939  -0.921
C  -1.143  -1.146  -0.140
O  0.184  -1.151  -0.236
C  -1.574  -3.205  -1.652
C  -0.155  -3.639  -1.276
C  -2.512  -4.351  -1.236
C  -1.641  -3.002  -3.170
C  -5.310  0.018  -0.496
C  -6.080  -0.768  -1.558
C  -5.138  1.464  -0.988
C  -6.137  0.007  0.796
C  1.189  1.851  0.390
O  1.939  0.817  0.765
C  1.596  2.806  -0.570
C  0.762  3.889  -0.819
C  2.914  2.586  -1.307
C  4.071  2.559  -0.299
C  3.214  3.688  -2.330
C  2.824  1.244  -2.055
H  -3.370  5.656  -1.152
H  -3.234  4.197  -0.177
H  -2.618  4.207  -1.825
H  -2.173  6.934  0.713
H  -0.575  6.407  1.255
H  -2.000  5.452  1.654
H  -1.473  7.086  -1.597
H  -0.679  5.756  -2.434
H  0.171  6.643  -1.156
H  -1.803  3.201  1.266
H  -3.501  0.759  1.416
H  -3.979  -2.121  -1.670
H  -0.053  -3.705  -0.192
H  0.591  -2.940  -1.658
H  0.046  -4.622  -1.700
H  -2.485  -4.476  -0.156
H  -2.184  -5.279  -1.703
H  -3.540  -4.172  -1.537
H  -0.982  -2.192  -3.476
H  -2.651  -2.763  -3.494
H  -1.328  -3.914  -3.675
H  -5.547  -0.767  -2.505
H  -7.051  -0.303  -1.718
H  -6.243  -1.795  -1.241
H  -4.540  1.480  -1.896
H  -4.629  2.065  -0.240
H  -6.106  1.915  -1.198
H  -6.208  -1.003  1.192
H  -7.141  0.373  0.587
H  -5.695  0.643  1.557
H  1.082  4.616  -1.548
H  4.086  3.483  0.274
H  5.022  2.461  -0.818
H  3.972  1.725  0.391
H  3.297  4.657  -1.842
H  2.446  3.736  -3.099
H  4.163  3.475  -2.817
H  2.615  0.419  -1.364
H  3.760  1.035  -2.570
H  2.025  1.288  -2.793
C  4.406  -2.923  -0.356
N  4.366  -3.459  0.990
C  3.841  -4.815  1.030
C  4.229  -2.569  2.007
S  4.054  -0.917  1.614
N  4.392  -2.933  3.286
C  4.883  -4.219  3.734
C  4.205  -1.994  4.372
H  4.719  -3.722  -1.027
H  5.130  -2.110  -0.405
H  3.414  -2.540  -0.665
H  3.079  -4.917  0.255
H  3.356  -5.031  1.975
H  4.643  -5.529  0.830
H  5.455  -4.711  2.953
H  4.062  -4.860  4.065
H  5.547  -4.050  4.584
H  3.624  -1.133  4.045
H  5.175  -1.648  4.737
H  3.661  -2.492  5.176
O  1.481  -1.372  3.265
Se  0.862  -2.850  2.813
O  1.167  -4.051  3.765
O  1.657  -2.960  1.359
O  -0.635  -2.513  2.415

## Properties
HOMO level	-8.0152	eV
strongest force on any atom	0.060	hartree/bohr
lowest unoccupied orbital energy	0.017	Eh
energy above the lowest of the compared OMol25 structures with the same formula, charge and spin	176.1	kJ/mol
gap between HOMO and LUMO	8.491	eV
energy	-7097.7815	Ha